ORCA calculation (ωB97M-V with the def2-TZVPD basis set) on one molecule with the formula C4H7N3O at a distorted geometry.

Its SMILES is NCC1=NCC(=O)N1. The energy is -395.98131 Eh. The calculation puts the HOMO energy at -0.3458 hartree. The calculation puts the gap between HOMO and LUMO at 9.84 eV. The calculation puts the energy above the lowest of the compared OMol25 structures with the same formula, charge and spin at 438.7 kJ/mol.

Geometry as ORCA input:
```
! wB97M-V def2-TZVPD RIJCOSX def2/J DEFGRID3
* xyz 0 1
C 1.1794 0.4408 0.9752
C 0.2154 -0.2962 0.1645
C -1.4068 -1.7424 -0.0588
C -1.3596 -0.7660 -1.2650
H 1.1315 2.8492 1.0089
H 2.0444 2.1241 -0.4929
H 0.5306 0.4641 1.9867
H 2.2760 -0.0714 1.0913
H -2.5573 -1.7757 -0.0206
H -0.6674 -2.5542 -0.3471
H -0.1487 1.1366 -1.2549
N 1.5884 1.8470 0.6215
N -0.5038 -1.0688 0.9143
N -0.1459 -0.0671 -1.1068
O -2.1762 -0.5200 -2.2163
*
```

ORCA calculation (ωB97M-V with the def2-TZVPD basis set) on one molecule with the formula C4H7N3O at a distorted geometry.

Its SMILES is Cn1[nH]c(=O)cc1N. The energy is -396.07333 Eh. The calculation puts the HOMO energy at -0.3036 hartree. The calculation puts the gap between HOMO and LUMO at 8.91 eV. The calculation puts the energy above the lowest of the compared OMol25 structures with the same formula, charge and spin at 197.1 kJ/mol.

Geometry as ORCA input:
```
! wB97M-V def2-TZVPD RIJCOSX def2/J DEFGRID3
* xyz 0 1
C 2.1165 0.2110 -0.2515
C 0.8151 0.5802 -0.3560
C 2.3013 -1.2626 -0.0107
C -0.9332 -0.5436 0.9232
N 1.0368 -1.6916 0.0725
N 0.0941 -0.6080 -0.0745
N 0.0270 1.6850 -0.6446
O 3.2935 -1.9792 0.0094
H 2.9971 0.7786 -0.4866
H -0.9817 -1.5410 1.2684
H -0.6447 0.2055 1.6342
H -1.8935 -0.2929 0.4793
H 0.6558 -2.6628 0.2493
H 0.1766 2.6616 -0.8682
H -0.9343 1.4744 -0.5884
*
```

ORCA calculation (ωB97M-V with the def2-TZVPD basis set) on one molecule with the formula C4H7N3O at a distorted geometry.

Its SMILES is C=N/N=C(\O)C(=C)N. The energy is -396.03970 Eh. The calculation puts the HOMO energy at -0.3259 hartree. The calculation puts the gap between HOMO and LUMO at 9.55 eV. The calculation puts the energy above the lowest of the compared OMol25 structures with the same formula, charge and spin at 285.4 kJ/mol.

Geometry as ORCA input:
```
! wB97M-V def2-TZVPD RIJCOSX def2/J DEFGRID3
* xyz 0 1
C -0.2202 -0.0912 0.4809
C 1.2774 -0.1888 -0.0169
N 1.6941 -1.4970 -0.3222
C -3.0745 1.0452 -0.2677
C 2.1162 0.8260 0.2035
O -0.6446 -1.3284 0.7721
N -0.8957 0.9848 0.3069
N -2.2761 0.7224 0.6912
H 0.1707 -1.9603 0.6817
H 1.1245 -1.8664 -1.0868
H 2.6708 -1.5171 -0.6180
H -4.1635 0.9252 -0.1314
H -2.7141 1.4129 -1.2465
H 1.7493 1.8028 0.5072
H 3.1856 0.7301 0.0457
*
```

ORCA calculation (ωB97M-V with the def2-TZVPD basis set) on one molecule with the formula C4H7N3O at a distorted geometry.

Its SMILES is CN/N=C(/C#N)OC. The energy is -395.97283 Eh. The calculation puts the HOMO energy at -0.3115 hartree. The calculation puts the gap between HOMO and LUMO at 8.60 eV. The calculation puts the energy above the lowest of the compared OMol25 structures with the same formula, charge and spin at 461.0 kJ/mol.

Geometry as ORCA input:
```
! wB97M-V def2-TZVPD RIJCOSX def2/J DEFGRID3
* xyz 0 1
C 2.8028 -0.4792 0.0618
C -0.6653 -0.5406 0.1890
C -2.1956 1.2929 -0.0562
C -1.9424 -1.2628 0.0474
H 3.6320 -0.0170 -0.5283
H 3.0814 -1.5496 -0.1039
H 3.1677 -0.1496 1.2679
H 1.3321 0.9048 -0.2684
H -2.7329 1.1267 0.8958
H -2.6703 0.7632 -0.8111
H -2.1859 2.2953 -0.4996
N 1.5381 -0.1911 -0.2820
N 0.5391 -1.1230 -0.0170
N -2.9620 -1.9365 -0.0637
O -0.7389 0.8665 0.1682
*
```

ORCA calculation (ωB97M-V with the def2-TZVPD basis set) on a 2-piece molecular cluster, C4H7N3O overall at a distorted geometry.

Its SMILES is NC=C=O.CNC#N. The energy is -396.02632 Eh. The calculation puts the HOMO energy at -0.2804 hartree. The calculation puts the gap between HOMO and LUMO at 8.16 eV. The calculation puts the energy above the lowest of the compared OMol25 structures with the same formula, charge and spin at 320.6 kJ/mol.

Geometry as ORCA input:
```
! wB97M-V def2-TZVPD RIJCOSX def2/J DEFGRID3
* xyz 0 1
C 2.1814 0.5708 -0.5259
C -2.8205 0.1622 0.2571
N -1.9112 -0.7506 -0.4075
C 1.9463 1.7782 -0.0330
N 2.8797 -0.4759 0.1263
C -0.7119 -1.1060 0.0724
O 2.3556 2.8486 0.2582
N 0.2209 -1.6495 0.4859
H -2.3394 -1.3717 -1.0838
H 2.0123 0.4415 -1.5854
H 2.3185 -1.3225 0.1183
H 3.1500 -0.2412 1.0738
H -3.1656 0.9190 -0.4544
H -2.3690 0.5421 1.1702
H -3.7474 -0.3449 0.5280
*
```

ORCA calculation (ωB97M-V with the def2-TZVPD basis set) on one molecule with the formula C4H7N3O2 at a distorted geometry.

Its SMILES is CN1C=CN[C@@H]1[N+](=O)[O-]. The energy is -471.20520 Eh. The calculation puts the HOMO energy at -0.2919 hartree. The calculation puts the gap between HOMO and LUMO at 8.53 eV. The calculation puts the energy above the lowest of the compared OMol25 structures with the same formula, charge and spin at 519.4 kJ/mol.

Geometry as ORCA input:
```
! wB97M-V def2-TZVPD RIJCOSX def2/J DEFGRID3
* xyz 0 1
C -1.7055 1.1278 0.0009
C -1.5344 -0.2065 0.2145
C 0.6499 0.6273 0.1371
C 0.4284 -1.7050 0.8096
N -0.4265 1.7985 0.0359
N -0.1337 -0.4884 0.1483
N 1.4454 0.4412 -1.1914
O 2.4337 -0.2501 -1.1479
O 0.9151 0.8909 -2.1781
H -2.6941 1.6397 -0.1789
H -2.1495 -1.0239 0.4817
H 1.4794 0.8186 0.9006
H 0.4495 -1.4730 1.9097
H -0.2504 -2.4294 0.5738
H 1.3374 -1.9957 0.3426
H -0.2448 2.2283 -0.8584
*
```

ORCA calculation (ωB97M-V with the def2-TZVPD basis set) on C4H7N3O2S as an isolated structure at a distorted geometry.

The energy is -869.40597 Eh. The calculation puts the HOMO energy at -0.3320 hartree. The calculation puts the gap between HOMO and LUMO at 8.84 eV. The calculation puts the energy above the lowest of the compared OMol25 structures with the same formula, charge and spin at 376.8 kJ/mol.

Geometry as ORCA input:
```
! wB97M-V def2-TZVPD RIJCOSX def2/J DEFGRID3
* xyz 0 1
C -2.3737 -0.0423 0.0272
C 0.3580 -0.2125 0.2614
C -1.2884 -1.7734 0.0961
C 1.7203 0.3602 0.4268
N 0.0868 -1.4454 0.0397
N -3.6063 -0.0110 -0.0762
N 1.9483 1.6080 -0.2502
O -0.7443 1.7070 -1.2098
O -1.1115 1.7521 1.2944
S -0.9613 1.0144 0.0865
H -1.5393 -2.1140 1.1406
H -1.7410 -2.3361 -0.6593
H 2.4207 -0.3345 -0.1317
H 1.9008 0.4265 1.5059
H -3.9977 0.9210 -0.1675
H 1.4118 1.4438 -1.0620
H 1.5552 2.4201 0.1664
*
```

ORCA calculation (ωB97M-V with the def2-TZVPD basis set) on C4H7N3O2S as an isolated structure at a distorted geometry.

The energy is -869.45675 Eh. The calculation puts the HOMO energy at -0.3464 hartree. The calculation puts the gap between HOMO and LUMO at 9.74 eV. The calculation puts the energy above the lowest of the compared OMol25 structures with the same formula, charge and spin at 243.5 kJ/mol.

Geometry as ORCA input:
```
! wB97M-V def2-TZVPD RIJCOSX def2/J DEFGRID3
* xyz 0 1
C 0.8260 -1.2743 1.1842
C 1.3455 -0.0503 0.3931
C -0.9248 0.2536 -0.4818
C 0.8757 1.4262 -1.5781
N -0.4518 -1.2190 1.6494
N -1.3214 -0.1690 1.3187
N 0.3802 0.5646 -0.4786
O 1.4691 -2.2794 1.4114
O 2.4695 0.3149 0.4274
S -1.5794 -1.2643 -1.3687
H -1.5973 1.0453 -0.6822
H 0.5986 1.1679 -2.6711
H 0.5026 2.3657 -1.2177
H 2.0012 1.4018 -1.4837
H -0.7575 -1.9768 2.2412
H -1.1653 0.6050 2.0176
H -2.6710 -0.9117 -0.6812
*
```

Repeat the eighth record exactly.
ORCA calculation (ωB97M-V with the def2-TZVPD basis set) on C4H7N3O2S as an isolated structure at a distorted geometry.

The energy is -869.45675 Eh. The calculation puts the HOMO energy at -0.3464 hartree. The calculation puts the gap between HOMO and LUMO at 9.74 eV. The calculation puts the energy above the lowest of the compared OMol25 structures with the same formula, charge and spin at 243.5 kJ/mol.

Geometry as ORCA input:
```
! wB97M-V def2-TZVPD RIJCOSX def2/J DEFGRID3
* xyz 0 1
C 0.8260 -1.2743 1.1842
C 1.3455 -0.0503 0.3931
C -0.9248 0.2536 -0.4818
C 0.8757 1.4262 -1.5781
N -0.4518 -1.2190 1.6494
N -1.3214 -0.1690 1.3187
N 0.3802 0.5646 -0.4786
O 1.4691 -2.2794 1.4114
O 2.4695 0.3149 0.4274
S -1.5794 -1.2643 -1.3687
H -1.5973 1.0453 -0.6822
H 0.5986 1.1679 -2.6711
H 0.5026 2.3657 -1.2177
H 2.0012 1.4018 -1.4837
H -0.7575 -1.9768 2.2412
H -1.1653 0.6050 2.0176
H -2.6710 -0.9117 -0.6812
*
```

- What is the formula in the first record?
  C4H7N3O

- Which of these has the lowest energy above the lowest of the compared OMol25 structures with the same formula, charge and spin?
  number 2

- gap between HOMO and LUMO of number 4 (C4H7N3O)?
  8.60 eV